[1]
119
Properties=species:S:1:pos:R:3:mulliken_charge:R:1 method="wB97M-V/def2-TZVPD" total_charge=+1 multiplicity=2 gap_ev="5.86 / 7.19" total_energy_ev=-122523.8926 de_lowest_kj_mol=0.00 s_squared=0.758 max_force_ev_per_a=0.4 lumo_ev="-2.7 / -3.0"
Pt 1.512 0.488 -0.422 3.67
C -5.037 -2.607 3.985 -0.77
S -3.832 -2.530 5.325 -0.11
C -2.320 -2.852 4.395 -1.08
C -1.902 -1.709 3.480 -0.08
C -0.579 -2.023 2.801 -0.47
N -0.093 -0.984 1.874 0.92
P 0.920 0.343 2.310 -1.59
C -0.048 1.802 2.790 1.21
C -1.379 1.833 3.194 0.43
C -1.918 2.990 3.739 -0.98
C -1.123 4.115 3.909 -0.62
C 0.198 4.101 3.481 -0.77
C 0.725 2.959 2.899 -0.76
C 1.662 -0.163 3.890 0.40
C 0.963 -0.163 5.099 -0.13
C 1.601 -0.533 6.270 -0.89
C 2.944 -0.893 6.249 -0.61
C 3.648 -0.885 5.055 -0.71
C 3.008 -0.521 3.878 -0.23
P 0.421 -1.450 0.312 0.26
C 1.650 -2.782 0.537 1.40
C 3.003 -2.456 0.451 -0.56
C 3.979 -3.402 0.726 -0.91
C 3.613 -4.690 1.087 -0.85
C 2.269 -5.031 1.168 -0.91
C 1.294 -4.086 0.894 -0.40
C -1.026 -2.278 -0.391 1.12
C -0.905 -3.349 -1.275 -0.63
C -2.033 -3.902 -1.862 -1.01
C -3.289 -3.397 -1.565 -1.09
C -3.417 -2.323 -0.694 -1.32
C -2.290 -1.760 -0.116 -0.90
H -6.023 -2.601 4.444 0.38
H -4.921 -3.533 3.423 0.26
H -4.962 -1.752 3.314 0.19
H -2.446 -3.779 3.828 0.39
H -1.548 -3.038 5.145 0.40
H -1.827 -0.801 4.078 0.17
H -2.671 -1.538 2.722 -0.03
H -0.696 -2.943 2.225 0.54
H 0.184 -2.230 3.557 0.58
H -2.006 0.959 3.079 0.04
H -2.954 3.005 4.052 0.45
H -1.537 5.008 4.358 0.47
H 0.813 4.986 3.585 0.45
H 1.754 2.953 2.556 0.38
H -0.075 0.146 5.131 0.42
H 1.054 -0.531 7.205 0.47
H 3.442 -1.171 7.168 0.41
H 4.695 -1.158 5.039 0.45
H 3.554 -0.518 2.941 0.26
H 3.292 -1.455 0.151 -0.04
H 5.024 -3.134 0.646 0.59
H 4.373 -5.431 1.301 0.45
H 1.979 -6.037 1.443 0.48
H 0.254 -4.379 0.945 0.40
H 0.071 -3.757 -1.505 0.49
H -1.929 -4.732 -2.549 0.50
H -4.169 -3.836 -2.017 0.43
H -4.397 -1.924 -0.466 0.55
H -2.385 -0.914 0.554 0.78
C 2.310 2.885 -3.123 -1.02
C 2.105 1.535 -3.798 -1.15
P 1.539 0.124 -2.754 1.77
C 2.889 -1.104 -2.867 0.15
C 2.590 -2.466 -2.891 -0.57
C 3.601 -3.414 -2.856 -0.68
C 4.928 -3.012 -2.789 -0.72
C 5.235 -1.659 -2.752 -0.90
C 4.223 -0.711 -2.787 -0.49
C 0.230 -0.638 -3.755 -0.60
C 0.542 -1.119 -5.031 -0.39
C -0.444 -1.671 -5.828 -0.90
C -1.752 -1.748 -5.359 -0.87
C -2.065 -1.271 -4.098 -0.90
C -1.076 -0.714 -3.298 0.43
C 1.081 3.703 -2.728 -1.52
P 0.001 3.144 -1.324 0.69
C -0.770 4.755 -0.879 0.43
C -1.345 4.835 0.386 0.04
C -2.007 5.982 0.799 -0.63
C -2.096 7.072 -0.053 -0.65
C -1.530 7.003 -1.320 -0.77
C -0.876 5.852 -1.733 -0.48
C -1.511 2.409 -2.082 1.28
C -2.341 1.709 -1.208 -0.86
C -3.609 1.302 -1.599 -0.09
C -4.052 1.561 -2.886 -0.93
C -3.228 2.237 -3.775 -0.58
C -1.977 2.675 -3.369 -0.52
H 2.863 3.494 -3.845 0.72
H 2.976 2.775 -2.267 -0.03
H 3.067 1.220 -4.210 0.71
H 1.425 1.609 -4.650 0.70
H 1.556 -2.790 -2.954 0.23
H 3.352 -4.467 -2.881 0.47
H 5.719 -3.750 -2.766 0.42
H 6.267 -1.338 -2.699 0.46
H 4.488 0.339 -2.737 0.34
H 1.562 -1.075 -5.395 0.51
H -0.195 -2.045 -6.812 0.46
H -2.524 -2.179 -5.984 0.47
H -3.080 -1.325 -3.728 0.60
H -1.325 -0.348 -2.311 0.09
H 0.502 3.961 -3.614 0.52
H 1.471 4.657 -2.358 0.60
H -1.279 3.983 1.052 0.01
H -2.448 6.025 1.787 0.42
H -2.605 7.972 0.264 0.39
H -1.602 7.848 -1.992 0.43
H -0.451 5.826 -2.728 0.28
H -1.991 1.507 -0.199 0.13
H -4.256 0.789 -0.899 0.49
H -5.040 1.246 -3.196 0.42
H -3.571 2.440 -4.781 0.46
H -1.367 3.229 -4.069 0.26
S 4.560 2.015 0.063 -0.20
C 3.172 1.398 -0.161 -0.27


[2]
125
Properties=species:S:1:pos:R:3:mulliken_charge:R:1 method="wB97M-V/def2-TZVPD" multiplicity=1 gap_ev=9.42 total_energy_ev=-102731.0134 max_force_ev_per_a=2.3 lumo_ev=0.4
C 1.950 -3.148 -2.053 -0.99
N 0.653 -2.482 -2.036 -0.17
C 0.173 -2.131 -3.376 -0.61
Si -1.624 -1.495 -3.159 0.54
O -2.773 -2.620 -3.775 -0.28
Si -3.661 -3.406 -2.542 0.46
H 2.803 -2.471 -2.169 0.33
H 2.011 -3.942 -2.790 0.35
H 2.080 -3.622 -1.076 0.22
H 0.713 -1.629 -1.502 0.24
H 0.116 -2.991 -4.039 0.30
H 0.725 -1.298 -3.842 0.36
H -1.818 -1.237 -1.716 -0.20
H -1.856 -0.243 -3.891 -0.19
H -5.026 -2.886 -2.402 -0.15
H -3.764 -4.836 -2.907 -0.19
H -2.927 -3.324 -1.272 -0.08
F -1.038 2.535 -3.260 -0.33
C -1.852 3.056 -4.197 0.31
C -2.422 4.294 -3.975 -0.32
C -3.260 4.836 -4.940 -0.47
C -3.521 4.131 -6.110 -0.42
C -2.945 2.882 -6.313 -0.51
C -2.102 2.341 -5.352 -0.39
H -2.210 4.821 -3.054 0.54
H -3.710 5.806 -4.779 0.38
H -4.177 4.553 -6.859 0.38
H -3.155 2.328 -7.218 0.37
H -1.639 1.374 -5.494 0.51
F 5.399 -2.110 -1.828 -0.34
C 5.428 -0.783 -1.609 0.27
C 5.752 -0.314 -0.349 -0.49
C 5.782 1.056 -0.126 -0.33
C 5.481 1.936 -1.159 -0.46
C 5.154 1.447 -2.417 -0.40
C 5.131 0.079 -2.648 -0.28
H 5.976 -1.016 0.444 0.43
H 6.040 1.436 0.853 0.36
H 5.502 3.003 -0.981 0.38
H 4.916 2.132 -3.219 0.37
H 4.885 -0.321 -3.624 0.49
F -3.477 -2.361 1.022 -0.30
C -2.488 -2.640 1.895 0.05
C -1.177 -2.576 1.462 0.21
C -0.156 -2.856 2.360 -0.48
C -0.458 -3.205 3.670 -0.32
C -1.782 -3.270 4.087 -0.51
C -2.807 -2.981 3.196 -0.53
H -0.963 -2.314 0.433 0.32
H 0.875 -2.803 2.037 0.41
H 0.341 -3.426 4.366 0.36
H -2.017 -3.546 5.106 0.38
H -3.844 -3.018 3.503 0.45
F -4.158 5.558 0.598 -0.23
C -3.790 4.258 0.641 0.20
C -3.884 3.493 -0.506 -0.60
C -3.501 2.159 -0.461 -0.47
C -3.039 1.607 0.727 -0.42
C -2.956 2.390 1.872 -0.42
C -3.329 3.727 1.830 -0.39
H -4.254 3.938 -1.421 0.55
H -3.563 1.552 -1.354 0.45
H -2.746 0.565 0.760 0.40
H -2.600 1.960 2.798 0.40
H -3.263 4.355 2.710 0.49
F -5.865 11.044 3.389 -0.36
C -4.893 10.513 2.618 0.24
C -3.802 11.291 2.278 -0.58
C -2.801 10.741 1.490 -0.32
C -2.906 9.428 1.046 -0.61
C -4.010 8.661 1.394 -0.34
C -5.010 9.205 2.190 -0.19
H -3.742 12.313 2.628 0.42
H -1.939 11.337 1.222 0.37
H -2.125 9.003 0.430 0.41
H -4.094 7.642 1.048 0.56
H -5.874 8.621 2.478 0.45
F 2.797 -3.578 4.880 -0.34
C 3.115 -4.888 4.911 0.35
C 3.033 -5.628 3.747 -0.36
C 3.365 -6.976 3.779 -0.26
C 3.764 -7.567 4.972 -0.47
C 3.836 -6.808 6.133 -0.38
C 3.515 -5.458 6.105 -0.50
H 2.713 -5.152 2.829 0.45
H 3.311 -7.564 2.874 0.35
H 4.020 -8.617 4.994 0.40
H 4.144 -7.268 7.062 0.37
H 3.573 -4.850 6.998 0.42
F 6.385 -9.444 3.950 -0.32
C 6.732 -9.063 2.707 0.23
C 8.055 -8.770 2.435 -0.46
C 8.410 -8.382 1.151 -0.35
C 7.442 -8.285 0.159 -0.50
C 6.116 -8.580 0.450 -0.46
C 5.757 -8.976 1.731 -0.24
H 8.793 -8.845 3.223 0.41
H 9.443 -8.156 0.923 0.36
H 7.722 -7.979 -0.841 0.38
H 5.361 -8.500 -0.320 0.37
H 4.731 -9.218 1.974 0.57
F -3.773 6.168 8.109 -0.32
C -4.267 7.170 7.357 0.30
C -3.813 8.459 7.568 -0.38
C -4.322 9.489 6.789 -0.49
C -5.280 9.222 5.818 -0.42
C -5.727 7.921 5.623 -0.38
C -5.216 6.885 6.393 -0.47
H -3.072 8.647 8.334 0.41
H -3.970 10.501 6.939 0.37
H -5.676 10.027 5.217 0.59
H -6.475 7.713 4.871 0.36
H -5.547 5.864 6.251 0.43
F 3.347 -2.078 -7.630 -0.30
C 2.337 -2.940 -7.852 0.24
C 2.425 -3.825 -8.909 -0.43
C 1.383 -4.715 -9.132 -0.37
C 0.267 -4.703 -8.305 -0.55
C 0.193 -3.804 -7.249 -0.34
C 1.237 -2.918 -7.016 -0.29
H 3.300 -3.814 -9.547 0.42
H 1.442 -5.418 -9.952 0.36
H -0.545 -5.396 -8.484 0.38
H -0.678 -3.791 -6.606 0.43
H 1.201 -2.215 -6.194 0.46


[3]
130
Properties=species:S:1:pos:R:3:mulliken_charge:R:1 method="wB97M-V/def2-TZVPD" total_charge=+1 multiplicity=1 gap_ev=6.24 total_energy_ev=-90732.6427 de_lowest_kj_mol=61.70 max_force_ev_per_a=1.8 lumo_ev=-2.8
Hf -0.027 0.048 -0.631 1.28
C 0.503 -6.545 1.283 -1.72
C 0.341 -5.350 0.386 0.05
C -0.758 -5.185 -0.451 -1.59
C -0.920 -4.039 -1.200 -0.09
C 0.011 -2.987 -1.178 0.03
N -0.112 -1.797 -1.893 0.32
C -0.515 -1.919 -3.222 0.93
C -0.555 -3.149 -3.907 -0.82
C -0.959 -3.264 -5.219 -1.31
C -1.339 -2.147 -5.954 0.35
C -1.790 -2.250 -7.384 -1.66
C -1.202 -0.918 -5.337 -0.71
C -0.789 -0.789 -4.011 0.37
N -0.385 0.514 -3.584 1.27
C -0.717 1.653 -4.232 -0.33
C 0.314 2.543 -4.081 -1.05
C 1.253 1.863 -3.301 -0.82
N 0.822 0.652 -2.964 -0.73
C 1.143 -3.194 -0.374 -0.56
C 1.294 -4.342 0.393 0.00
N 2.201 -2.243 -0.368 0.46
C 3.508 -2.550 -0.395 -0.33
C 4.220 -1.377 -0.256 -1.35
C 3.250 -0.387 -0.149 -0.60
N 2.024 -0.910 -0.227 0.49
H -0.225 -7.319 1.047 0.42
H 0.369 -6.254 2.327 0.28
H 1.503 -6.968 1.189 0.41
H -1.509 -5.964 -0.508 0.38
H -1.800 -3.933 -1.819 1.08
H -0.210 -4.037 -3.401 0.63
H -0.946 -4.240 -5.689 0.37
H -1.415 -3.159 -7.852 0.39
H -1.435 -1.396 -7.960 0.37
H -2.880 -2.265 -7.447 0.30
H -1.351 -0.027 -5.932 0.53
H -1.654 1.769 -4.748 0.58
H 0.375 3.543 -4.468 0.58
H 2.232 2.200 -3.015 0.93
H 2.183 -4.454 1.001 0.59
H 3.844 -3.562 -0.540 0.64
H 5.289 -1.262 -0.242 0.56
H 3.394 0.664 0.029 0.09
N -0.715 -1.517 1.284 0.87
C -1.894 -2.282 1.019 -0.37
C -2.206 -3.432 1.691 -0.42
C -3.345 -4.178 1.342 -1.00
C -4.159 -3.762 0.325 -0.88
C -3.874 -2.568 -0.373 1.31
C -4.667 -2.080 -1.435 -1.18
C -4.295 -0.927 -2.069 -1.70
C -3.137 -0.255 -1.655 -0.20
N -2.365 -0.673 -0.669 0.84
C -2.729 -1.817 -0.022 -0.44
H -0.065 -2.081 1.822 -0.46
H -0.961 -0.713 1.862 0.38
H -1.562 -3.776 2.492 0.61
H -3.578 -5.084 1.884 0.46
H -5.028 -4.340 0.039 0.47
H -5.557 -2.621 -1.729 0.49
H -4.883 -0.521 -2.880 0.61
H -2.842 0.672 -2.133 0.47
O -0.974 1.702 -1.186 -0.17
P -0.702 2.912 -0.202 2.25
C -1.495 4.088 -1.547 1.50
C -2.830 3.796 -1.851 -0.55
C -3.523 4.447 -2.857 -1.11
C -2.888 5.424 -3.612 -0.72
C -1.558 5.708 -3.356 -0.79
C -0.872 5.046 -2.343 -0.92
C -1.929 3.555 1.037 1.53
C -3.212 3.046 1.209 0.04
C -4.087 3.627 2.113 -1.10
C -3.694 4.722 2.867 -0.79
C -2.407 5.216 2.730 -0.99
C -1.531 4.630 1.828 -0.82
C 0.974 3.662 -0.344 0.61
C 1.249 5.012 -0.129 -0.25
C 2.548 5.488 -0.200 -1.03
C 3.588 4.626 -0.519 -1.04
C 3.321 3.288 -0.763 -0.19
C 2.024 2.809 -0.661 -0.96
H -3.337 3.019 -1.295 0.19
H -4.559 4.196 -3.054 0.48
H -3.424 5.949 -4.391 0.41
H -1.048 6.454 -3.954 0.48
H 0.172 5.288 -2.196 0.35
H -3.530 2.170 0.654 0.22
H -5.086 3.226 2.222 0.47
H -4.384 5.179 3.563 0.40
H -2.083 6.067 3.313 0.48
H -0.518 5.004 1.757 0.36
H 0.437 5.698 0.071 0.53
H 2.753 6.535 -0.022 0.46
H 4.602 4.996 -0.593 0.45
H 4.130 2.623 -1.044 0.52
H 1.804 1.753 -0.830 0.27
C 4.306 -3.446 4.418 -1.46
C 3.354 -3.191 3.258 -0.35
Sb 2.328 -1.242 3.239 -0.62
C 1.357 -1.716 5.152 -0.72
C 0.354 -0.673 5.633 -1.18
C 3.964 -0.146 4.170 -0.83
C 5.104 0.158 3.205 -1.01
H 4.651 -4.482 4.404 0.45
H 3.817 -3.277 5.378 0.30
H 5.184 -2.804 4.359 0.27
H 2.552 -3.934 3.272 0.42
H 3.887 -3.290 2.310 0.35
H 2.154 -1.822 5.889 0.50
H 0.872 -2.689 5.045 0.49
H 0.810 0.318 5.674 0.28
H 0.005 -0.918 6.638 0.41
H -0.522 -0.620 4.986 0.23
H 4.315 -0.748 5.008 0.67
H 3.550 0.781 4.569 0.51
H 5.501 -0.757 2.762 0.24
H 5.921 0.660 3.726 0.42
H 4.773 0.810 2.395 0.09
C 1.840 2.427 2.385 -0.98
O 1.375 1.418 1.501 1.22
C -0.033 1.458 1.134 0.98
C -0.851 1.357 2.422 -3.48
H 1.678 2.149 3.432 0.16
H 1.357 3.386 2.189 0.11
H 2.912 2.539 2.211 0.20
H -0.858 2.298 2.982 0.49
H -0.404 0.616 3.094 1.07
H -1.897 1.107 2.238 0.39


[4]
124
Properties=species:S:1:pos:R:3:mulliken_charge:R:1 method="wB97M-V/def2-TZVPD" smiles="CCCCCCc1cc(CN)c2c(c1P(C)CC)C(=O)c1cc([C@H](C)F)ccc1C2=O.c1ccccc1.c1ccccc1.c1ccccc1.c1ccccc1.c1ccccc1" multiplicity=1 gap_ev=7.00 total_energy_ev=-76674.4678 max_force_ev_per_a=4.6 lumo_ev=-1.1
C -0.217 -5.088 -4.150 -0.93
C -1.205 -4.236 -5.097 -0.50
C -1.823 -3.011 -4.233 -0.37
C -0.733 -1.832 -4.103 0.05
C -1.325 -0.354 -4.352 -0.56
C -0.236 0.659 -5.024 -0.31
C 1.072 0.651 -4.082 0.25
C 2.303 -0.208 -4.546 -0.75
C 3.606 -0.335 -3.708 -0.01
C 4.806 -1.281 -4.240 -0.87
N 4.458 -2.669 -3.727 -0.59
C 3.698 0.421 -2.365 0.64
C 2.462 1.287 -1.909 0.52
C 1.148 1.432 -2.711 0.39
P -0.381 2.410 -2.201 0.25
C -0.685 2.341 -0.324 -0.97
C -0.065 4.273 -2.576 -0.58
C -0.136 4.383 -4.204 -0.93
C 2.626 2.012 -0.480 -0.23
O 2.293 3.194 -0.238 -0.49
C 3.327 1.087 0.645 0.31
C 2.810 1.023 2.102 -0.43
C 3.587 0.066 3.077 0.30
C 2.986 -0.015 4.579 0.19
C 1.608 -0.873 4.426 -1.00
F 2.746 1.344 4.981 -0.24
C 4.833 -0.746 2.647 -0.71
C 5.338 -0.669 1.185 -0.85
C 4.568 0.230 0.188 0.44
C 4.969 0.351 -1.371 0.13
O 6.158 0.425 -1.777 -0.55
H -0.002 -6.092 -4.659 0.31
H -0.657 -5.293 -3.118 0.28
H 0.769 -4.519 -4.063 0.18
H -2.003 -4.894 -5.599 0.33
H -0.582 -3.780 -5.942 0.33
H -1.990 -3.412 -3.160 0.29
H -2.807 -2.691 -4.724 0.01
H 0.106 -1.976 -4.880 -0.06
H -0.281 -1.845 -3.039 0.20
H -1.686 0.136 -3.373 0.01
H -2.274 -0.431 -5.013 0.45
H 0.008 0.335 -6.107 0.37
H -0.735 1.682 -5.035 -0.43
H 2.170 -0.756 -5.539 0.27
H 5.816 -0.990 -3.776 0.30
H 4.881 -1.262 -5.393 0.33
H 4.174 -2.489 -2.745 0.27
H 5.275 -3.291 -3.774 0.25
H -1.824 2.377 -0.161 0.45
H -0.177 1.449 0.172 0.21
H -0.278 3.284 0.211 0.26
H 0.975 4.548 -2.199 0.28
H -0.909 4.901 -2.100 0.42
H -0.328 5.471 -4.523 0.41
H -1.038 3.784 -4.614 0.18
H 0.840 3.952 -4.605 0.23
H 1.908 1.641 2.414 0.40
H 3.643 -0.616 5.289 0.37
H 0.741 -0.422 5.018 0.20
H 1.746 -1.968 4.741 0.34
H 1.307 -0.912 3.310 0.31
H 5.324 -1.386 3.468 0.30
H 6.255 -1.270 0.874 0.35
C -1.104 2.195 7.581 -0.61
C 0.121 2.036 6.939 -0.16
C 0.603 3.036 6.100 -0.21
C -0.142 4.194 5.898 -0.79
C -1.371 4.349 6.533 -0.46
C -1.852 3.351 7.375 0.03
H -1.476 1.418 8.241 0.38
H 0.701 1.132 7.095 0.60
H 1.557 2.913 5.604 0.32
H 0.234 4.975 5.246 0.39
H -1.955 5.250 6.371 0.37
H -2.809 3.473 7.871 0.14
C -4.876 -5.652 -4.523 -0.29
C -5.068 -6.973 -4.917 -0.43
C -5.918 -7.266 -5.979 -0.36
C -6.579 -6.238 -6.645 -0.37
C -6.394 -4.918 -6.245 -0.43
C -5.541 -4.625 -5.185 -0.33
H -4.207 -5.423 -3.700 0.40
H -4.554 -7.774 -4.397 0.36
H -6.065 -8.295 -6.289 0.35
H -7.240 -6.466 -7.475 0.35
H -6.914 -4.117 -6.760 0.36
H -5.395 -3.595 -4.875 0.37
C -0.199 2.070 -10.924 -0.32
C -1.460 1.494 -11.044 -0.41
C -2.265 1.340 -9.920 -0.40
C -1.808 1.759 -8.674 -0.39
C -0.544 2.327 -8.553 -0.11
C 0.260 2.484 -9.677 -0.58
H 0.426 2.196 -11.802 0.35
H -1.816 1.165 -12.015 0.36
H -3.250 0.893 -10.015 0.36
H -2.437 1.641 -7.798 0.36
H -0.185 2.648 -7.580 0.43
H 1.245 2.929 -9.583 0.37
C 5.039 1.164 7.441 -0.55
C 3.784 1.625 7.828 -0.09
C 3.444 1.668 9.176 -0.54
C 4.356 1.245 10.139 -0.36
C 5.607 0.775 9.751 -0.45
C 5.950 0.736 8.403 -0.39
H 5.306 1.137 6.390 0.47
H 3.073 1.952 7.080 0.37
H 2.467 2.032 9.478 0.42
H 4.092 1.281 11.190 0.37
H 6.317 0.440 10.500 0.35
H 6.926 0.371 8.101 0.37
C -4.169 1.538 9.732 -0.33
C -5.196 1.686 8.805 -0.32
C -6.117 0.660 8.616 -0.43
C -6.008 -0.516 9.351 -0.36
C -4.976 -0.668 10.272 -0.37
C -4.057 0.359 10.463 -0.47
H -3.455 2.340 9.884 0.53
H -5.279 2.602 8.229 0.33
H -6.920 0.777 7.895 0.36
H -6.728 -1.315 9.206 0.36
H -4.888 -1.588 10.841 0.35
H -3.254 0.241 11.183 0.36